[1]
The following is a quantum chemistry calculation of a structure of composition C47H88ClN10O10, from OMol25.

## Properties
- Charge: +1
- HOMO-LUMO gap: 4.49 eV

```
156
C47H88ClN10O10, DFT ωB97M-V with the def2-TZVPD basis set
C 3.11 0.28 0.70
O 3.67 1.08 1.71
C 2.58 1.59 2.48
C 2.08 2.90 1.83
C 0.56 3.16 1.87
N -0.19 2.24 2.75
C -0.36 2.51 4.07
C 0.26 3.71 4.73
C 1.40 3.34 5.74
C 2.75 3.99 5.41
C 3.79 3.64 6.47
O 4.47 2.42 6.19
C -1.12 1.65 4.85
C -1.36 1.97 6.30
C -1.67 0.49 4.29
C -2.46 -0.46 5.13
C -3.86 0.06 5.58
C -4.99 -0.77 4.98
Cl -6.47 -0.59 5.98
C -1.44 0.23 2.92
C -2.02 -0.98 2.27
C -1.26 -2.11 1.99
C -1.84 -3.21 1.38
N -3.12 -3.24 1.01
C -3.84 -2.15 1.25
C -3.35 -1.01 1.88
C -0.68 1.11 2.18
C -0.35 0.82 0.73
C -1.46 1.15 -0.24
O -1.99 0.30 -0.92
N -1.77 2.56 -0.31
C -1.33 3.01 -1.65
C -3.24 2.72 -0.15
H 2.43 0.82 0.04
H 2.56 -0.57 1.13
H 3.90 -0.15 0.07
H 1.83 0.80 2.52
H 2.97 1.78 3.48
H 2.37 2.91 0.78
H 2.60 3.73 2.30
H 0.16 3.03 0.87
H 0.32 4.18 2.12
H 0.64 4.46 4.04
H -0.54 4.20 5.29
H 1.50 2.26 5.87
H 1.12 3.74 6.71
H 2.60 5.07 5.41
H 3.09 3.71 4.42
H 4.52 4.45 6.60
H 3.29 3.50 7.43
H 4.39 2.21 5.25
H -1.93 2.91 6.37
H -0.44 2.12 6.85
H -1.94 1.21 6.80
H -1.85 -0.67 6.01
H -2.60 -1.41 4.62
H -4.02 1.10 5.30
H -3.93 -0.06 6.66
H -5.25 -0.47 3.97
H -4.74 -1.83 5.03
H -0.21 -2.14 2.25
H -1.25 -4.09 1.18
H -4.87 -2.16 0.92
H -4.00 -0.16 2.05
H -0.11 -0.23 0.63
H 0.54 1.37 0.42
H -1.94 2.56 -2.43
H -1.36 4.10 -1.68
H -0.29 2.72 -1.82
H -3.75 2.68 -1.11
H -3.43 3.66 0.37
H -3.61 1.91 0.48
C 1.89 -1.66 -4.08
O 2.27 -2.32 -5.04
N 0.70 -1.04 -3.99
C 0.34 -0.24 -2.84
C -0.26 -1.17 -5.09
H 2.53 -1.50 -3.19
H -0.55 -0.65 -2.36
H 0.14 0.78 -3.16
H 1.16 -0.23 -2.12
H -0.51 -2.22 -5.24
H 0.19 -0.79 -6.01
H -1.15 -0.60 -4.87
C -3.16 0.48 -6.76
O -2.96 -0.43 -5.97
N -4.35 1.07 -6.95
C -4.52 2.15 -7.90
C -5.49 0.61 -6.18
H -2.35 0.89 -7.39
H -4.87 3.05 -7.39
H -5.25 1.87 -8.66
H -3.58 2.37 -8.39
H -5.30 0.72 -5.11
H -5.67 -0.45 -6.38
H -6.37 1.18 -6.45
C -7.53 -6.23 5.89
O -7.39 -7.36 6.30
N -7.49 -5.12 6.66
C -7.65 -3.79 6.11
C -7.28 -5.28 8.09
H -7.69 -6.00 4.82
H -6.76 -3.19 6.32
H -8.51 -3.30 6.56
H -7.79 -3.85 5.03
H -6.34 -5.79 8.28
H -8.08 -5.89 8.52
H -7.28 -4.31 8.56
C 0.34 -1.67 -6.80
O -0.39 -0.70 -6.99
N 0.87 -2.43 -7.77
C 1.71 -3.57 -7.46
C 0.59 -2.10 -9.16
H 0.61 -2.01 -5.79
H 2.70 -3.44 -7.89
H 1.27 -4.49 -7.86
H 1.81 -3.68 -6.38
H 0.94 -1.09 -9.38
H -0.48 -2.13 -9.34
H 1.09 -2.81 -9.80
C 3.12 1.21 -2.47
O 1.99 1.51 -2.09
N 3.39 0.49 -3.56
C 4.75 0.14 -3.95
C 2.28 0.03 -4.38
H 4.02 1.50 -1.91
H 4.97 0.54 -4.94
H 4.87 -0.94 -3.98
H 5.46 0.56 -3.24
H 1.71 0.88 -4.75
H 1.61 -0.59 -3.79
H 2.67 -0.54 -5.22
C 7.95 0.02 -5.92
O 7.05 -0.65 -5.45
N 8.00 0.43 -7.20
C 9.10 1.23 -7.71
C 6.91 0.06 -8.09
H 8.82 0.34 -5.32
H 8.74 2.19 -8.08
H 9.60 0.70 -8.52
H 9.82 1.41 -6.91
H 5.97 0.46 -7.72
H 6.83 -1.02 -8.16
H 7.11 0.47 -9.08
C 1.48 -0.80 6.71
O 0.28 -0.55 6.76
N 2.10 -1.41 5.69
C 3.52 -1.68 5.70
C 1.31 -1.81 4.54
H 2.16 -0.54 7.53
H 4.01 -1.18 4.87
H 3.71 -2.76 5.63
H 3.96 -1.32 6.63
H 0.84 -0.94 4.09
H 0.52 -2.51 4.83
H 1.96 -2.29 3.81
```


[2]
The following is a quantum chemistry calculation of a cluster of 3 separate species, C33H26BO9P in total, from OMol25.

## Properties
- ΔE to the lowest compared entry with this formula, charge and spin: 62.7 kcal/mol
- SMILES string: CP(C)[C@H]1OC(=O)O[C@@H]1B(O)O.O=C1c2ccccc2C(=O)c2ccccc21.O=C1c2ccccc2C(=O)c2ccccc21
- Charge: 0
- HOMO-LUMO gap: 7.29 eV

```
70
C33H26BO9P, DFT ωB97M-V with the def2-TZVPD basis set
C 5.06 0.62 5.81
P 4.08 2.20 6.33
C 4.74 3.55 5.17
C 2.24 1.84 6.03
O 1.83 1.08 7.20
C 0.82 1.85 7.86
O 0.17 1.42 8.86
O 0.62 3.17 7.29
C 1.19 3.05 5.94
B 0.14 2.53 4.79
O -0.02 3.26 3.53
O -0.61 1.30 4.94
H 4.81 -0.28 6.46
H 4.82 0.43 4.69
H 6.20 0.80 5.88
H 5.50 3.11 4.40
H 3.92 4.15 4.63
H 5.38 4.27 5.81
H 2.19 1.36 5.00
H 1.55 4.12 5.74
H -0.81 3.87 3.63
H -1.44 1.39 4.41
O 2.95 0.70 -3.50
C 2.06 1.17 -2.81
C 2.28 1.40 -1.36
C 3.52 1.11 -0.80
C 3.74 1.36 0.55
C 2.73 1.91 1.34
C 1.49 2.19 0.78
C 1.26 1.93 -0.57
C -0.07 2.21 -1.16
O -0.98 2.62 -0.45
C -0.28 2.00 -2.60
C -1.52 2.29 -3.17
C -1.72 2.13 -4.54
C -0.68 1.66 -5.34
C 0.55 1.35 -4.78
C 0.75 1.51 -3.41
H 4.31 0.68 -1.40
H 4.71 1.14 0.99
H 2.91 2.12 2.39
H 0.70 2.61 1.40
H -2.34 2.66 -2.55
H -2.68 2.36 -4.98
H -0.83 1.54 -6.41
H 1.36 0.99 -5.41
O -3.18 -1.62 -4.76
C -3.19 -2.60 -4.04
C -4.42 -3.41 -3.88
C -5.58 -3.05 -4.57
C -6.72 -3.83 -4.46
C -6.72 -4.96 -3.65
C -5.58 -5.31 -2.94
C -4.43 -4.53 -3.05
C -3.22 -4.90 -2.27
O -3.25 -5.85 -1.51
C -1.99 -4.10 -2.45
C -0.83 -4.46 -1.75
C 0.34 -3.74 -1.93
C 0.37 -2.66 -2.81
C -0.78 -2.29 -3.50
C -1.97 -3.01 -3.31
H -5.58 -2.17 -5.21
H -7.62 -3.55 -5.01
H -7.62 -5.57 -3.57
H -5.59 -6.19 -2.31
H -0.84 -5.31 -1.07
H 1.24 -4.03 -1.39
H 1.29 -2.11 -2.96
H -0.75 -1.45 -4.18
```


[3]
The following is a quantum chemistry calculation of a cluster of 8 separate species, C18H56N4O8 in total, from OMol25.

## Properties
- ΔE to the lowest compared entry with this formula, charge and spin: 357.8 kcal/mol
- SMILES string: COC[C@H](C)N.COC[C@H](C)N.COC[C@H](C)N.COC[C@H](C)N.CCO.O.O.O
- Charge: 0
- HOMO-LUMO gap: 8.71 eV

```
86
C18H56N4O8, DFT ωB97M-V with the def2-TZVPD basis set
C 1.46 3.09 -5.89
O 1.42 2.51 -4.60
C 2.35 2.98 -3.70
C 2.44 2.15 -2.39
C 3.30 2.77 -1.40
N 2.87 0.76 -2.65
H 1.26 4.16 -5.92
H 0.51 2.80 -6.34
H 2.30 2.83 -6.53
H 3.35 3.02 -4.13
H 2.15 4.03 -3.49
H 1.43 2.06 -1.98
H 3.35 2.26 -0.43
H 2.91 3.75 -1.13
H 4.22 2.89 -1.96
H 3.62 0.72 -3.33
H 3.35 0.32 -1.88
C -1.64 -3.50 -1.20
O -3.05 -3.67 -1.13
C -3.80 -2.44 -1.54
C -3.36 -1.10 -0.80
C -3.43 -1.14 0.76
N -4.27 -0.05 -1.13
H -1.44 -3.07 -2.18
H -1.22 -4.50 -1.17
H -1.30 -2.96 -0.31
H -3.66 -2.23 -2.60
H -4.83 -2.66 -1.27
H -2.36 -0.78 -1.08
H -3.25 -0.13 1.12
H -2.77 -1.92 1.15
H -4.38 -1.57 1.10
H -4.34 0.73 -0.50
H -5.20 -0.41 -1.31
C -0.59 0.14 1.62
O -0.63 -0.47 2.90
C -1.77 -1.23 3.10
C -1.84 -1.72 4.61
C -2.97 -2.84 4.76
N -2.32 -0.68 5.49
H -0.41 -0.66 0.90
H 0.14 0.96 1.65
H -1.54 0.51 1.24
H -2.67 -0.64 2.96
H -1.80 -2.02 2.35
H -0.85 -2.04 4.94
H -3.25 -3.11 5.78
H -2.93 -3.72 4.13
H -3.83 -2.35 4.30
H -2.03 -0.95 6.42
H -1.86 0.18 5.24
C 3.48 0.47 -0.10
O 2.68 -0.73 0.27
C 1.97 -0.53 1.35
C 2.26 -1.75 2.31
C 1.31 -1.98 3.53
N 3.62 -1.66 2.75
H 2.98 1.44 -0.05
H 3.89 0.40 -1.11
H 4.32 0.57 0.59
H 2.17 0.39 1.90
H 0.91 -0.37 1.13
H 2.29 -2.62 1.65
H 1.73 -2.70 4.24
H 0.28 -2.22 3.26
H 1.31 -1.08 4.14
H 4.24 -1.58 1.96
H 3.74 -2.59 3.14
C 0.27 0.61 -0.20
C -1.11 0.90 -0.81
O -1.29 2.32 -0.84
H 1.02 0.95 -0.91
H 0.45 -0.46 -0.11
H 0.59 1.14 0.70
H -1.84 0.47 -0.12
H -1.40 0.38 -1.73
H -1.09 2.59 -1.74
O 1.12 3.23 0.11
H 0.72 2.86 -0.68
H 0.57 3.98 0.33
O -0.40 2.80 -3.05
H 0.44 2.64 -3.47
H -1.04 2.78 -3.77
O 1.06 -0.71 -2.05
H 1.65 -0.59 -2.80
H 0.20 -0.46 -2.38
```


[4]
The following is a quantum chemistry calculation of a cluster of 8 separate species, C30H70F6N8O14S6 in total, from OMol25.

## Properties
- Charge: +1
- HOMO-LUMO gap (spin up / spin down): 2.00 / 8.63 eV
- Multiplicity: 2

```
134
C30H70F6N8O14S6, DFT ωB97M-V with the def2-TZVPD basis set
C 16.23 9.80 -3.31
C 15.48 11.12 -3.45
O 14.28 11.21 -3.76
N 16.23 12.35 -2.87
H 16.73 11.91 -2.11
H 16.91 12.63 -3.56
C 15.30 13.48 -2.41
H 15.55 9.07 -3.76
H 16.42 9.57 -2.26
H 17.07 9.85 -4.00
H 15.84 14.35 -2.05
H 14.72 12.98 -1.63
H 14.60 13.80 -3.18
C 14.15 16.86 -4.93
C 14.78 18.22 -4.99
O 15.50 18.53 -5.95
N 14.77 19.18 -3.77
H 14.13 19.95 -3.94
H 14.47 18.59 -3.01
C 16.11 19.84 -3.53
H 14.01 16.46 -3.93
H 14.67 16.09 -5.49
H 13.12 17.06 -5.24
H 16.36 20.25 -4.51
H 16.77 19.01 -3.28
H 15.96 20.55 -2.71
C 9.81 8.70 -1.76
C 10.73 8.97 -2.98
C 10.26 8.28 -4.24
N 11.11 8.72 -5.45
C 10.82 10.26 -5.67
C 10.59 7.96 -6.67
C 11.56 6.75 -6.71
C 12.80 7.01 -5.89
C 12.67 8.47 -5.46
H 9.83 7.61 -1.85
H 8.75 8.92 -1.89
H 10.22 9.11 -0.84
H 11.65 8.55 -2.58
H 11.08 10.01 -3.04
H 9.23 8.42 -4.58
H 10.42 7.22 -4.04
H 9.76 10.48 -5.54
H 11.34 10.58 -6.57
H 11.38 10.81 -4.91
H 10.73 8.66 -7.50
H 9.55 7.65 -6.56
H 11.89 6.65 -7.75
H 10.98 5.90 -6.35
H 13.73 6.84 -6.43
H 12.67 6.26 -5.10
H 13.09 9.14 -6.21
H 13.13 8.73 -4.51
C 22.72 5.61 -4.16
C 22.34 7.01 -4.64
C 21.11 6.92 -5.41
N 20.59 8.26 -5.96
C 20.08 9.08 -4.83
C 19.30 7.86 -6.76
C 19.77 7.76 -8.21
C 20.83 8.82 -8.33
C 21.45 9.03 -6.90
H 23.65 5.56 -3.59
H 22.96 4.96 -5.00
H 21.86 5.24 -3.61
H 23.23 7.33 -5.19
H 22.32 7.79 -3.89
H 20.25 6.42 -4.97
H 21.25 6.31 -6.30
H 19.70 10.02 -5.21
H 20.92 9.27 -4.16
H 19.39 8.56 -4.16
H 18.62 8.71 -6.72
H 18.77 7.03 -6.29
H 18.97 7.87 -8.94
H 20.17 6.75 -8.29
H 20.49 9.76 -8.78
H 21.66 8.60 -9.00
H 21.50 10.10 -6.71
H 22.44 8.58 -6.86
C 11.67 12.07 -1.06
C 10.87 12.69 0.07
C 9.82 11.80 0.81
N 8.60 12.53 1.53
C 7.75 13.35 0.50
C 7.67 11.42 2.10
C 7.00 12.03 3.33
C 7.57 13.35 3.64
C 8.88 13.37 2.79
H 11.87 11.04 -0.77
H 12.55 12.67 -1.32
H 11.00 12.06 -1.92
H 10.19 13.47 -0.24
H 11.53 13.12 0.82
H 10.21 11.14 1.58
H 9.39 11.08 0.12
H 8.38 14.21 0.31
H 6.75 13.57 0.89
H 7.69 12.73 -0.39
H 6.91 11.07 1.40
H 8.24 10.51 2.23
H 5.91 12.04 3.25
H 7.11 11.49 4.27
H 7.09 14.26 3.30
H 7.67 13.46 4.72
H 9.06 14.42 2.54
H 9.80 12.99 3.23
N 14.07 17.57 -1.82
S 15.18 17.45 -0.49
O 15.34 16.17 0.18
O 15.54 18.73 0.18
F 16.38 17.27 -1.56
S 12.95 17.17 -0.98
O 12.47 17.81 0.25
O 12.74 15.74 -1.26
F 11.79 17.69 -1.98
N 18.34 13.44 -4.37
S 17.75 14.81 -5.36
O 17.73 14.58 -6.79
O 18.16 16.11 -4.87
F 16.30 14.64 -4.80
S 19.77 13.42 -4.85
O 20.59 14.58 -4.57
O 20.11 12.62 -5.97
F 20.20 12.44 -3.62
N 17.25 11.36 -0.61
S 18.64 11.05 -0.02
O 18.79 9.73 0.54
O 19.49 12.10 0.51
F 19.22 10.79 -1.52
S 16.68 11.86 0.98
O 16.96 13.29 1.13
O 16.74 11.03 2.14
F 15.15 11.78 0.58
```